Molecular formula: H2N6O
Method: DFT, ωB97M-V/def2-TZVPD

Last column: Mulliken charge in e.
CARTESIAN COORDINATES (ANGSTROEM)
1 N -2.229 -2.542 -0.105  -0.59
2 N -3.224 0.812 0.002  0.89
3 N -1.421 -1.765 -0.104  0.57
4 N -4.278 0.726 0.216  -0.40
5 N -0.838 -0.768 0.124  0.11
6 N 0.509 -0.633 -0.018  -0.53
7 O -2.087 0.803 -0.220  -0.52
8 H 0.992 -0.994 -0.892  0.24
9 H 0.848 0.230 0.407  0.23

Values from the calculation:
HOMO = -8.03 eV
HOMO-LUMO gap = 8.65 eV
total charge = 0

---

Molecular formula: H2NO
Method: DFT, ωB97M-V/def2-TZVPD

Last column: Mulliken charge in e.
CARTESIAN COORDINATES (ANGSTROEM)
1 N 0.554 0.381 1.898  -0.37
2 O -0.126 0.095 -1.483  -1.11
3 H -0.762 -0.644 -1.295  0.14
4 H 0.333 0.168 0.880  0.34

Values from the calculation:
HOMO (spin up / spin down) = -2.39 / -2.44 eV
HOMO-LUMO gap (spin up / spin down) = 5.70 / 5.74 eV
total charge = -1

---

Molecular formula: H2NO2P
Method: DFT, ωB97M-V/def2-TZVPD

Last column: Mulliken charge in e.
CARTESIAN COORDINATES (ANGSTROEM)
1 N 0.834 0.632 0.010  -0.17
2 O -1.314 0.892 0.228  -0.32
3 O 0.643 -0.762 0.031  -0.44
4 P -1.827 -0.398 -0.169  0.28
5 H 1.142 0.785 -1.033  0.25
6 H 0.521 -1.150 0.933  0.38

Values from the calculation:
HOMO (spin up / spin down) = -9.67 / -7.19 eV
HOMO-LUMO gap (spin up / spin down) = 9.61 / 6.17 eV
total charge = 0

---

Molecular formula: H2NO3PS
Method: DFT, ωB97M-V/def2-TZVPD

Last column: Mulliken charge in e.
CARTESIAN COORDINATES (ANGSTROEM)
1 N 0.000 -0.480 -0.330  -0.24
2 O 2.327 1.303 0.916  -0.44
3 O 2.038 -1.574 0.602  -0.42
4 O 3.205 0.457 -1.197  -0.43
5 P 0.699 -1.928 0.035  0.29
6 S 3.170 0.372 0.236  0.73
7 H -0.849 -0.755 -0.718  0.25
8 H 0.332 0.438 -0.309  0.24

Values from the calculation:
HOMO = -10.29 eV
HOMO-LUMO gap = 9.76 eV
total charge = 0

---

Molecular formula: H2NO3PS
Method: DFT, ωB97M-V/def2-TZVPD

Last column: Mulliken charge in e.
CARTESIAN COORDINATES (ANGSTROEM)
1 N 0.197 0.488 0.302  -0.29
2 O -0.756 -0.283 -2.690  -0.50
3 O -1.139 2.082 -1.130  -0.41
4 O 0.972 1.404 -2.945  -0.46
5 P -0.545 1.968 0.286  0.38
6 S -0.489 1.113 -2.983  0.76
7 H 0.959 0.022 0.719  0.25
8 H -0.104 0.032 -0.533  0.26

Values from the calculation:
HOMO = -10.37 eV
HOMO-LUMO gap = 9.45 eV
total charge = 0

---

Molecular formula: H2NO3S
Method: DFT, ωB97M-V/def2-TZVPD

Last column: Mulliken charge in e.
CARTESIAN COORDINATES (ANGSTROEM)
1 N -1.078 0.394 0.203  -0.66
2 S 0.679 0.181 0.092  0.95
3 O 1.231 0.572 1.351  -0.55
4 O 0.548 -1.659 -0.205  -0.78
5 O 1.012 0.907 -1.130  -0.59
6 H -1.385 0.181 -0.823  0.28
7 H -1.007 -0.574 0.512  0.35

Values from the calculation:
HOMO = -4.59 eV
HOMO-LUMO gap = 8.83 eV
total charge = -1
SMILES = NS(=O)(=O)[O-]

---

Molecular formula: H2NO3S
Method: DFT, ωB97M-V/def2-TZVPD

Last column: Mulliken charge in e.
CARTESIAN COORDINATES (ANGSTROEM)
1 N -0.703 0.679 -0.344  -0.36
2 O 1.909 0.736 0.560  -0.53
3 O 0.912 -1.316 -0.317  -0.63
4 O -1.392 0.039 0.732  -0.38
5 S 1.071 0.160 -0.482  0.34
6 H -0.990 0.307 -1.302  0.25
7 H -0.807 -0.605 1.153  0.31

Values from the calculation:
HOMO = -3.60 eV
HOMO-LUMO gap = 7.82 eV
total charge = -1

---

Molecular formula: H2NO3S
Method: DFT, ωB97M-V/def2-TZVPD

Last column: Mulliken charge in e.
CARTESIAN COORDINATES (ANGSTROEM)
1 N -1.001 0.000 -0.457  -0.67
2 S 0.676 0.000 0.025  1.19
3 O 1.442 -0.001 -1.207  -0.66
4 O 0.804 1.227 0.808  -0.70
5 O 0.803 -1.226 0.810  -0.70
6 H -1.362 -0.817 0.010  0.27
7 H -1.362 0.817 0.010  0.27

Values from the calculation:
HOMO = -4.78 eV
HOMO-LUMO gap = 8.96 eV
total charge = -1
SMILES = NS(=O)(=O)[O-]

---

Molecular formula: H2NO4P
Method: DFT, ωB97M-V/def2-TZVPD

Last column: Mulliken charge in e.
CARTESIAN COORDINATES (ANGSTROEM)
1 N 2.665 0.856 -0.215  -0.61
2 O -2.713 -0.299 1.375  -0.63
3 O -2.402 -1.220 -0.997  -0.62
4 O -2.908 1.294 -0.655  -0.65
5 O 2.834 -0.624 -0.301  -0.52
6 P -2.432 -0.047 -0.072  0.88
7 H 2.847 1.184 0.776  -0.08
8 H 2.109 -1.144 0.088  0.23

Values from the calculation:
HOMO = 1.64 eV
HOMO-LUMO gap = 4.88 eV
total charge = -2

---

Molecular formula: H2O
Method: DFT, ωB97M-V/def2-TZVPD

Last column: Mulliken charge in e.
CARTESIAN COORDINATES (ANGSTROEM)
1 O -0.451 0.028 0.000  -0.66
2 H 0.027 -0.806 0.000  0.32
3 H 0.423 0.777 0.000  0.34

Values from the calculation:
HOMO = -11.48 eV
HOMO-LUMO gap = 12.32 eV
total charge = 0
SMILES = O

---

Molecular formula: H2O2
Method: DFT, ωB97M-V/def2-TZVPD

Last column: Mulliken charge in e.
CARTESIAN COORDINATES (ANGSTROEM)
1 O 0.272 -0.701 -0.244  -0.35
2 O -0.068 0.640 -0.417  -0.35
3 H -0.644 -1.193 0.313  0.35
4 H 0.440 1.253 0.348  0.35

Values from the calculation:
HOMO = -10.66 eV
HOMO-LUMO gap = 11.45 eV
total charge = 0
SMILES = OO

---

Molecular formula: H2O2
Method: DFT, ωB97M-V/def2-TZVPD

Last column: Mulliken charge in e.
CARTESIAN COORDINATES (ANGSTROEM)
1 O -0.222 0.703 -0.157  -0.33
2 O -0.242 -0.680 -0.050  -0.34
3 H -0.040 0.935 0.744  0.34
4 H 0.503 -0.957 -0.537  0.33

Values from the calculation:
HOMO = -10.71 eV
HOMO-LUMO gap = 11.92 eV
total charge = 0
SMILES = OO

---

no.,energy (eV)
1,-11013.8231
2,-3565.3272
3,-14901.2124
4,-27789.3550
5,-27789.1514
6,-18499.7047
7,-18499.5094
8,-18502.2672
9,-18999.4247
10,-2079.2392
11,-4123.3368
12,-4124.3790